*one*
{"formula": "C26H23FeN4O5P", "method": "wB97M-V/def2-TZVPD", "species": ["Fe", "O", "C", "C", "C", "N", "C", "C", "C", "O", "O", "C", "O", "O", "H", "H", "H", "C", "C", "C", "C", "C", "C", "N", "N", "C", "C", "C", "C", "C", "N", "H", "H", "H", "H", "H", "H", "H", "H", "H", "C", "P", "C", "C", "C", "C", "C", "C", "C", "H", "H", "H", "H", "H", "H", "H", "H", "H", "H", "H"], "coordinates": [[0.15666, -0.44066, -0.14814], [5.41133, 2.03090, 1.49024], [4.24033, 1.44139, 1.16572], [3.88709, 0.17618, 1.63926], [2.67664, -0.34525, 1.23431], [1.91693, 0.29148, 0.35398], [2.14209, 1.57278, 0.06693], [3.32396, 2.18387, 0.41796], [0.86312, 2.28030, -0.39346], [0.91962, 3.40589, -0.85214], [-0.17783, 1.56464, -0.13794], [1.91355, -1.47686, 1.91932], [2.51676, -2.27186, 2.62920], [0.65799, -1.41060, 1.67663], [5.92584, 1.44368, 2.05524], [4.48515, -0.36284, 2.36402], [3.49847, 3.22434, 0.18340], [2.84585, 0.63809, -4.99418], [1.52026, 0.92890, -5.30082], [0.52139, 0.69662, -4.37410], [0.86093, 0.17540, -3.12691], [2.18168, -0.11362, -2.81217], [3.17454, 0.11526, -3.75376], [-0.12989, -0.08914, -2.14032], [-1.30858, -0.08082, -2.55640], [-2.25944, -0.36842, -1.55653], [-3.59953, -0.19123, -1.84648], [-4.50866, -0.45325, -0.83094], [-4.04345, -0.86408, 0.40972], [-2.67729, -0.99020, 0.61587], [-1.80306, -0.74120, -0.35456], [3.62151, 0.82896, -5.72437], [1.26724, 1.34591, -6.26654], [-0.50853, 0.93066, -4.59675], [2.42106, -0.52132, -1.84172], [4.20452, -0.10755, -3.50871], [-3.89445, 0.14396, -2.82931], [-5.56932, -0.32847, -1.00272], [-4.72476, -1.07101, 1.22249], [-2.25824, -1.29042, 1.56833], [0.00309, -3.24207, -2.43607], [0.55657, -2.71721, -0.76881], [2.28429, -3.30878, -0.76156], [-0.32064, -3.90063, 0.30099], [0.29013, -4.46600, 1.41750], [-0.42344, -5.32147, 2.24281], [-1.75178, -5.61739, 1.97082], [-2.37094, -5.04954, 0.86679], [-1.65846, -4.19468, 0.03856], [-1.02552, -2.93085, -2.61761], [0.06751, -4.32461, -2.54514], [0.63534, -2.76535, -3.18755], [2.33192, -4.39190, -0.87657], [2.77913, -3.03088, 0.16848], [2.81119, -2.83910, -1.59381], [1.30798, -4.20692, 1.67982], [0.06089, -5.74510, 3.11312], [-2.30455, -6.28441, 2.61992], [-3.40758, -5.27300, 0.64772], [-2.15538, -3.75982, -0.82146]], "lowdin_charge": [0.3973, 0.0819, -0.2786, 0.0748, -0.1547, 0.0478, -0.1445, 0.0876, -0.5834, 0.0588, -0.0750, -0.6258, 0.0335, -0.1046, 0.1139, 0.1309, 0.1371, -0.0694, -0.0647, -0.0035, -0.2274, -0.0261, -0.0577, -0.0037, 0.1406, -0.2875, 0.0186, -0.0412, -0.0291, -0.0703, 0.0465, 0.1067, 0.1072, 0.1095, 0.0832, 0.1096, 0.1190, 0.1125, 0.1122, 0.1334, -0.2353, 0.9517, -0.2107, -0.3448, -0.0753, -0.0663, -0.0871, -0.0889, -0.1143, 0.0291, 0.0566, 0.0396, 0.0600, 0.0356, 0.0396, 0.0925, 0.1079, 0.1013, 0.1011, 0.0925], "total_charge": 0, "homo_ev": [-8.223, -8.223], "multiplicity": 1}

***

*two*
{"formula": "C26H23FeN4O5P", "method": "wB97M-V/def2-TZVPD", "species": ["Fe", "O", "C", "C", "C", "N", "C", "C", "C", "O", "O", "C", "O", "O", "H", "H", "H", "C", "C", "C", "C", "C", "C", "N", "N", "C", "C", "C", "C", "C", "N", "H", "H", "H", "H", "H", "H", "H", "H", "H", "C", "P", "C", "C", "C", "C", "C", "C", "C", "H", "H", "H", "H", "H", "H", "H", "H", "H", "H", "H"], "coordinates": [[-0.07087, -0.20052, -0.59143], [-5.60252, -2.02943, 0.87499], [-4.37889, -1.58570, 0.51476], [-4.19694, -0.64527, -0.50102], [-2.90362, -0.27842, -0.80802], [-1.86708, -0.86715, -0.22419], [-2.03802, -1.57357, 0.89304], [-3.28715, -2.00561, 1.27732], [-0.80091, -1.48385, 1.79269], [-0.67521, -2.22066, 2.75233], [-0.05253, -0.49558, 1.43005], [-2.48309, 1.00536, -1.52180], [-3.25915, 1.57469, -2.27767], [-1.30049, 1.37619, -1.17422], [-6.27459, -1.61658, 0.32094], [-5.02515, -0.14345, -0.98645], [-3.41749, -2.57641, 2.18585], [0.27117, -5.77763, -0.29211], [1.40478, -5.33057, 0.37839], [1.74178, -3.98950, 0.36592], [0.92832, -3.09639, -0.32191], [-0.21848, -3.52908, -0.97462], [-0.53904, -4.87812, -0.96912], [1.22744, -1.70579, -0.36025], [2.42125, -1.41518, -0.10256], [2.65746, -0.02884, -0.13042], [3.91215, 0.45958, 0.18675], [4.09769, 1.83185, 0.13121], [3.03128, 2.64940, -0.22622], [1.80175, 2.07568, -0.51159], [1.62401, 0.75735, -0.45479], [0.01377, -6.82879, -0.27311], [2.02157, -6.03150, 0.92511], [2.60695, -3.62300, 0.89891], [-0.84656, -2.80759, -1.47763], [-1.42841, -5.22122, -1.48096], [4.69847, -0.22780, 0.46261], [5.06283, 2.26006, 0.36592], [3.14119, 3.72314, -0.27736], [0.93135, 2.65581, -0.79489], [1.42186, -1.48363, -3.55022], [0.17561, -0.30400, -2.91448], [-1.25751, -0.71951, -3.96510], [0.75238, 1.28462, -3.59241], [-0.14529, 2.33709, -3.77812], [0.31056, 3.56920, -4.22208], [1.66027, 3.77001, -4.47853], [2.55874, 2.72980, -4.29335], [2.10597, 1.49430, -3.85288], [2.36880, -1.38259, -3.01954], [1.59241, -1.33381, -4.61635], [1.05802, -2.49897, -3.38320], [-0.97525, -0.68285, -5.01760], [-2.08814, -0.03299, -3.79670], [-1.58623, -1.73177, -3.72010], [-1.19523, 2.21208, -3.54699], [-0.39533, 4.37833, -4.35949], [2.01024, 4.73426, -4.82501], [3.61299, 2.87709, -4.49208], [2.82310, 0.69409, -3.71008]], "lowdin_charge": [0.3583, 0.0819, -0.2792, 0.0740, -0.1463, 0.0483, -0.1432, 0.0879, -0.5847, 0.0614, -0.0663, -0.6121, 0.0371, -0.1036, 0.1140, 0.1311, 0.1376, -0.0686, -0.0611, -0.0007, -0.2311, -0.0314, -0.0591, -0.0102, 0.1481, -0.2806, 0.0157, -0.0428, -0.0260, -0.0664, 0.0420, 0.1062, 0.1076, 0.1133, 0.0890, 0.1083, 0.1184, 0.1114, 0.1124, 0.1274, -0.2405, 0.9445, -0.2080, -0.3476, -0.0757, -0.0676, -0.0880, -0.0899, -0.1083, 0.0338, 0.0556, 0.0390, 0.0572, 0.0370, 0.0461, 0.0901, 0.1081, 0.1014, 0.1019, 0.0929], "total_charge": 0, "homo_ev": [-8.296, -8.295], "multiplicity": 1}

***

The structure with the least stability is *one*.

***

*one*
{"formula": "C4H13N2O", "method": "wB97M-V/def2-TZVPD", "species": ["C", "N", "C", "C", "H", "H", "H", "H", "H", "H", "H", "H", "H", "N", "C", "O", "H", "H", "H", "H"], "coordinates": [[1.78820, -0.60658, 0.76661], [0.98331, -1.66114, 0.14047], [-0.36500, -1.65184, 0.70572], [0.93813, -1.43795, -1.31105], [1.94246, -0.83245, 1.82266], [1.33169, 0.37597, 0.60827], [2.77743, -0.61489, 0.30473], [-0.95780, -2.44636, 0.23539], [-0.30056, -1.85869, 1.77752], [-0.86741, -0.69362, 0.53873], [0.23586, -2.14131, -1.75714], [1.93815, -1.62455, -1.70894], [0.61459, -0.41946, -1.56049], [-2.32090, 1.98518, 0.05285], [-0.85884, 2.27067, 0.00738], [-0.18534, 1.27816, -0.57390], [-2.56325, 1.53781, -0.81922], [-2.87869, 2.81825, 0.19275], [-0.69569, 3.26955, -0.49908], [-0.55634, 2.45323, 1.07674]], "lowdin_charge": [-0.1400, -0.3164, -0.1385, -0.1387, 0.0639, 0.0562, 0.0652, 0.0666, 0.0665, 0.0630, 0.0641, 0.0638, 0.0508, -0.0472, -0.6179, -0.3366, 0.0270, 0.0159, 0.0630, 0.0693], "total_charge": -1, "homo_ev": -2.678, "multiplicity": 1}

***

*two*
{"formula": "C4H13N2O", "method": "wB97M-V/def2-TZVPD", "species": ["C", "N", "C", "N", "H", "H", "H", "H", "H", "H", "H", "H", "C", "O", "C", "H", "H", "H", "H", "H"], "coordinates": [[1.19195, 0.27792, 1.68728], [0.90313, -1.03634, 1.15327], [1.79476, -1.43463, 0.06438], [1.52050, -0.72737, -1.15227], [0.66435, 0.41864, 2.62838], [2.26956, 0.44157, 1.85363], [0.80593, 1.01990, 0.98804], [0.92294, -1.75369, 1.86834], [1.63888, -2.52043, -0.03964], [2.84190, -1.28667, 0.37598], [0.66597, -0.03994, -1.08446], [2.30607, -0.14679, -1.41345], [-1.59749, 0.38425, -1.03154], [-0.41285, 1.05040, -0.97260], [-2.79949, 1.28452, -0.68933], [-1.62809, -0.49089, -0.34697], [-1.80785, -0.02948, -2.04315], [-3.72751, 0.71435, -0.55066], [-2.95821, 2.00157, -1.50380], [-2.59444, 1.87312, 0.20857]], "lowdin_charge": [-0.1620, -0.1352, -0.3938, -0.0202, 0.0620, 0.0606, 0.0537, 0.0780, 0.0834, 0.0844, 0.0128, 0.0312, -0.5435, -0.3540, -0.1496, 0.0761, 0.0777, 0.0429, 0.0464, 0.0492], "total_charge": -1, "homo_ev": -2.878, "multiplicity": 1}

***

The structure with the least stability is *one*.

***

*one*
{"formula": "C5H11PS", "method": "wB97M-V/def2-TZVPD", "species": ["C", "C", "C", "C", "C", "P", "S", "H", "H", "H", "H", "H", "H", "H", "H", "H", "H", "H"], "coordinates": [[0.55284, -1.24492, -0.47281], [1.44172, -0.87881, 0.65192], [-0.11755, -0.08048, -1.22642], [-2.54943, 0.60632, 0.60421], [-0.27547, 2.71860, -0.20050], [-1.03527, 1.17412, -0.13184], [-3.50783, -0.78186, 0.12957], [0.93344, -1.84583, -1.26477], [-0.23874, -2.02759, -0.05603], [2.08447, -1.68594, 0.87300], [1.94996, 0.01301, 0.29315], [0.56583, 0.35214, -1.87424], [-0.86193, -0.53903, -1.88259], [-3.05636, 1.40008, 0.89580], [0.90009, -0.60538, 1.53314], [-0.51263, 3.35412, 0.55553], [0.72597, 2.65008, -0.57026], [-2.42438, -1.51497, 0.21225]], "lowdin_charge": [-0.3387, -0.1245, -0.3054, -0.7683, -0.2437, 0.9325, 0.6557, 0.0890, 0.1297, 0.0641, 0.0787, 0.0551, 0.0781, -0.0873, 0.0687, -0.0619, -0.0243, -0.1975], "total_charge": 0, "homo_ev": -7.010, "smiles": "C=P(=CS)CCC", "multiplicity": 1}

***

*two*
{"formula": "C5H11PS", "method": "wB97M-V/def2-TZVPD", "species": ["C", "C", "C", "C", "C", "P", "S", "H", "H", "H", "H", "H", "H", "H", "H", "H", "H", "H"], "coordinates": [[0.72643, 1.32320, 0.37160], [-0.77959, 1.31040, 0.61273], [1.16077, 0.11617, 1.04469], [-1.09545, 0.27661, 1.70169], [0.17358, -0.48662, 1.74655], [0.65671, -2.25500, -2.65324], [-0.36374, -0.35883, -2.56386], [1.03896, 1.35254, -0.71404], [1.23923, 2.28801, 0.74739], [-1.10525, 2.29571, 0.97960], [-1.40378, 1.17358, -0.37027], [2.17649, -0.32361, 0.76843], [0.78331, -2.42277, -1.36057], [-1.29378, 0.79800, 2.58566], [-1.88106, -0.39024, 1.46752], [0.25636, -1.43071, 2.26079], [-0.41681, -3.39973, -2.86827], [0.12763, 0.13328, -3.75636]], "lowdin_charge": [-0.2689, -0.2157, -0.1422, -0.1926, -0.0995, 0.3906, 0.2457, 0.0795, 0.1311, 0.0974, 0.0983, 0.1249, -0.2542, 0.0888, 0.0950, 0.0942, -0.0859, -0.1867], "total_charge": 0, "homo_ev": -8.824, "smiles": "C1=CCCC1.PS", "multiplicity": 1}

***

The structure with the least stability is *one*.

***

*one*
{"formula": "C4H14N4", "method": "wB97M-V/def2-TZVPD", "species": ["C", "N", "N", "N", "H", "H", "H", "H", "H", "H", "H", "C", "N", "C", "C", "H", "H", "H", "H", "H", "H", "H"], "coordinates": [[1.03858, -1.48552, -1.05007], [0.81607, 0.42643, -0.29896], [1.49661, 1.38333, -1.08874], [1.34825, 0.33490, 1.03012], [2.48399, 1.15030, -1.00807], [1.38391, 2.30863, -0.66742], [1.14102, 1.21259, 1.51077], [0.76611, -0.37534, 1.49276], [1.08731, -2.27767, -0.31474], [0.54688, -1.77118, -1.97038], [2.04648, -1.15905, -1.30573], [-1.31829, 1.49159, 0.43732], [-1.04029, -1.44747, 1.20059], [-1.07506, -1.01788, -0.19432], [-0.68783, 0.40008, -0.43950], [-1.92043, -1.31916, 1.69853], [-0.81318, -2.43521, 1.26491], [-1.94109, -1.34409, -0.77336], [-0.86475, 0.63157, -1.49094], [-0.87403, 2.48240, 0.27215], [-2.37989, 1.56473, 0.19769], [-1.24035, 1.24601, 1.49738]], "lowdin_charge": [0.0505, -0.3633, 0.0713, 0.0742, 0.0787, 0.0718, 0.0701, 0.0578, 0.0223, 0.0272, 0.0247, -0.0686, -0.0343, -0.2502, -0.3842, 0.0663, 0.0623, 0.0862, 0.1327, 0.0660, 0.0759, 0.0625], "total_charge": 0, "homo_ev": [-6.423, -6.419], "multiplicity": 1}

***

*two*
{"formula": "C4H14N4", "method": "wB97M-V/def2-TZVPD", "species": ["C", "C", "C", "N", "N", "H", "H", "H", "H", "H", "H", "H", "H", "H", "H", "N", "C", "N", "H", "H", "H", "H"], "coordinates": [[-1.35951, 1.97733, 0.27823], [-1.50777, 0.96824, -1.81332], [0.21102, -1.13526, 2.04416], [-1.89077, 1.01077, -0.62492], [0.03808, -0.95441, 0.61876], [-0.63276, -1.63151, 0.26623], [0.39346, -0.66003, -1.94991], [-0.76816, 1.65242, -2.25559], [-2.19143, 2.51798, 0.72796], [-0.84862, 1.42763, 1.06855], [-0.66729, 2.69210, -0.19069], [-1.93373, 0.22349, -2.46996], [0.82494, -0.32498, 2.44107], [-0.76498, -1.09470, 2.52407], [0.69806, -2.08810, 2.30546], [1.96442, 0.26369, -0.13509], [1.28199, -1.00382, -0.16817], [1.02977, -1.33694, -1.54215], [2.14768, 0.54059, 0.82102], [1.38194, 0.97432, -0.56391], [0.61560, -2.25758, -1.62329], [1.97805, -1.76123, 0.24146]], "lowdin_charge": [-0.1613, -0.1159, -0.1423, -0.0879, -0.1019, 0.1033, 0.0380, 0.0789, 0.0758, 0.0558, 0.0741, 0.0630, 0.0670, 0.0776, 0.0748, 0.0628, -0.5513, 0.0605, 0.0613, 0.0552, 0.0739, 0.1386], "total_charge": 0, "homo_ev": -8.809, "smiles": "CNC(N)N.C=NC", "multiplicity": 1}

***

The structure with the least stability is *one*.

***

*one*
{"formula": "C3H9NO3S", "method": "wB97M-V/def2-TZVPD", "species": ["C", "C", "C", "N", "O", "O", "O", "S", "H", "H", "H", "H", "H", "H", "H", "H", "H"], "coordinates": [[1.01781, -0.79362, -0.94347], [2.93008, -0.05910, 0.47634], [1.35882, -0.10480, 0.28919], [0.47199, 0.33101, 1.07218], [-4.78222, 0.07755, 0.28174], [-3.03987, 0.84881, -1.41708], [-2.56681, 0.34612, 1.17458], [-3.43290, -0.19452, -0.15902], [1.60697, -0.44087, -1.82251], [0.01414, -0.84776, -1.20497], [1.41510, -1.76687, -0.69860], [3.34431, 0.77074, -0.07663], [3.21957, -1.03416, 0.02993], [2.96545, 0.06070, 1.56601], [0.85270, 0.74512, 1.88380], [-1.67477, 0.57093, 1.01179], [-3.70036, 1.49073, -1.46326]], "lowdin_charge": [-0.0598, -0.0166, -0.4687, 0.1403, -0.4271, -0.2728, -0.2780, 0.8913, 0.1102, 0.0515, 0.0857, 0.0726, 0.0795, 0.0744, 0.0441, -0.0370, 0.0104], "total_charge": 0, "homo_ev": -10.085, "multiplicity": 1}

***

*two*
{"formula": "C3H9NO3S", "method": "wB97M-V/def2-TZVPD", "species": ["C", "C", "C", "N", "O", "O", "O", "S", "H", "H", "H", "H", "H", "H", "H", "H", "H"], "coordinates": [[2.69975, -0.75149, -0.87818], [1.68248, 0.28338, 1.55774], [1.41986, -0.64345, -0.58544], [-2.17633, 0.16186, 0.70658], [-3.25444, -0.92851, -1.16151], [-3.43818, 1.48409, -1.23908], [0.89192, -0.31827, 0.54326], [-3.56602, 0.16151, -0.24415], [3.05999, -1.06698, -1.91693], [-3.60189, 1.35389, -2.16791], [3.52513, -0.57194, -0.16342], [2.23888, 0.97752, 1.04444], [2.27925, -0.29439, 2.21719], [0.95534, 0.74459, 2.17542], [0.52207, -0.87817, -1.38073], [-1.62995, -0.66639, 0.55912], [-1.60785, 0.95278, 0.93359]], "lowdin_charge": [-0.0168, -0.0487, -0.3296, -0.1687, -0.4793, -0.3149, -0.1489, 0.8384, 0.0766, 0.0454, 0.0583, 0.0676, 0.0907, 0.0824, 0.1758, 0.0285, 0.0431], "total_charge": 0, "homo_ev": -9.089, "multiplicity": 1}

***

The structure with the least stability is *two*.